A molecular structure, C48H68KO16S4. Source: the Open Molecules 2025 dataset; level of theory: ωB97M-V/def2-TZVPD.

## Properties
Multiplicity: 1
Net charge: -1
Calculated total energy in eV: -143302.681

Last column: Mulliken charge in e.
Geometry (Å):
K  -13.40  -15.83  3.81  0.447
C  -11.86  -11.38  3.70  -0.642
C  -12.47  -10.19  4.25  0.270
C  -13.36  -10.28  5.59  0.170
O  -13.81  -9.26  6.14  -0.724
C  -13.57  -11.63  6.07  -0.311
C  -12.96  -12.68  5.56  -0.047
C  -12.02  -12.58  4.32  0.383
O  -11.50  -13.61  3.75  -0.383
O  -13.45  -13.81  6.01  -0.163
O  -12.27  -9.05  3.75  -0.736
H  -11.36  -11.43  2.75  0.218
H  -14.15  -11.73  6.97  0.419
C  -8.14  -15.53  2.17  -0.534
S  -7.18  -13.95  2.12  0.415
O  -6.69  -13.94  0.66  -0.676
C  -8.57  -12.77  2.12  0.207
H  -8.84  -15.53  3.01  0.244
H  -7.33  -16.25  2.24  0.355
H  -8.70  -15.63  1.24  0.057
H  -9.37  -13.05  1.42  -0.355
H  -8.14  -11.80  1.85  0.485
H  -9.06  -12.66  3.08  -0.263
C  -16.36  -16.29  -0.26  -1.041
S  -15.88  -17.18  1.34  0.741
O  -14.39  -16.93  1.60  -0.583
C  -16.04  -18.97  0.98  -0.892
H  -16.02  -15.26  -0.13  0.149
H  -17.41  -16.38  -0.51  0.364
H  -15.79  -16.83  -1.02  0.407
H  -15.96  -19.52  1.91  0.016
H  -15.13  -19.33  0.49  0.334
H  -16.98  -19.20  0.48  0.480
C  -9.93  -12.74  6.55  -0.167
S  -8.27  -13.38  7.08  0.259
O  -8.58  -14.29  8.27  -0.612
C  -7.92  -14.54  5.71  -0.152
H  -10.46  -12.36  7.42  0.403
H  -10.37  -13.70  6.25  -0.491
H  -9.92  -11.96  5.79  0.540
H  -8.71  -15.30  5.69  -0.175
H  -6.96  -15.01  5.95  0.433
H  -7.98  -13.89  4.84  0.010
C  -16.76  -15.16  6.60  -0.402
S  -16.92  -14.36  4.93  0.477
O  -16.17  -15.27  3.93  -0.488
C  -18.78  -14.29  4.57  -0.692
H  -17.48  -14.68  7.27  0.511
H  -15.74  -14.91  6.89  -0.171
H  -16.81  -16.25  6.58  0.072
H  -19.25  -13.97  5.51  0.412
H  -19.10  -15.22  4.11  -0.083
H  -18.85  -13.51  3.81  0.326
C  -8.40  -18.54  3.75  -0.532
C  -9.58  -18.58  4.53  0.503
C  -9.45  -18.66  5.93  -0.813
C  -8.27  -18.40  6.49  -0.113
C  -7.13  -18.31  5.76  -0.767
C  -7.20  -18.46  4.37  -0.443
H  -8.48  -18.47  2.68  0.345
H  -10.51  -18.69  3.99  0.285
H  -10.31  -18.70  6.59  0.425
H  -8.29  -18.36  7.57  0.371
H  -6.20  -18.12  6.27  0.436
H  -6.35  -18.34  3.71  0.333
C  -19.53  -18.88  3.57  -0.579
C  -18.93  -17.65  3.19  -0.197
C  -19.54  -16.93  2.16  0.061
C  -20.70  -17.37  1.53  -0.819
C  -21.28  -18.58  1.91  -0.438
C  -20.69  -19.33  2.98  -0.583
H  -19.13  -19.49  4.37  0.265
H  -18.05  -17.34  3.74  0.553
H  -19.19  -15.96  1.84  0.616
H  -20.99  -16.90  0.60  0.343
H  -22.15  -19.03  1.46  0.367
H  -21.07  -20.25  3.39  0.388
C  -10.16  -14.43  -3.08  -0.705
C  -9.99  -14.50  -1.71  -0.314
C  -10.42  -15.61  -1.03  0.020
C  -10.98  -16.71  -1.71  -0.435
C  -11.07  -16.67  -3.08  -0.627
C  -10.74  -15.50  -3.71  -0.230
H  -9.90  -13.54  -3.65  0.411
H  -9.63  -13.63  -1.18  0.476
H  -10.27  -15.58  0.04  0.130
H  -11.28  -17.55  -1.10  0.583
H  -11.49  -17.50  -3.63  0.368
H  -10.85  -15.35  -4.77  0.321
O  -13.33  -18.46  4.35  0.127
C  -14.21  -19.07  5.01  -0.481
O  -15.53  -18.78  4.97  0.123
C  -16.29  -19.75  5.66  -0.471
C  -15.31  -20.27  6.71  -0.734
C  -14.01  -20.29  5.87  -0.280
H  -16.70  -20.43  4.92  0.307
H  -17.20  -19.32  6.09  0.338
H  -15.53  -21.27  7.09  0.454
H  -15.22  -19.64  7.60  0.231
H  -14.03  -21.18  5.24  0.216
H  -13.00  -20.33  6.29  0.375
O  -14.74  -17.04  8.15  -0.635
C  -13.63  -16.48  8.18  0.384
O  -12.59  -16.74  7.33  -0.006
C  -11.51  -15.94  7.63  0.898
C  -11.62  -15.54  9.15  -0.731
C  -13.13  -15.40  9.22  -0.420
H  -11.57  -15.05  7.01  -0.720
H  -10.56  -16.46  7.47  -0.109
H  -11.03  -14.65  9.37  0.355
H  -11.37  -16.36  9.83  0.358
H  -13.47  -14.47  8.78  -0.034
H  -13.58  -15.46  10.21  0.515
O  -11.04  -11.19  -0.24  -0.626
C  -12.13  -11.62  0.09  0.287
O  -13.21  -10.81  0.30  -0.433
C  -14.30  -11.54  0.87  -0.358
C  -14.05  -12.87  0.24  0.108
C  -12.51  -13.02  0.13  0.782
H  -15.26  -11.10  0.61  0.385
H  -14.31  -11.68  1.95  0.087
H  -14.60  -13.01  -0.70  0.368
H  -14.32  -13.71  0.88  -0.328
H  -12.27  -13.49  -0.82  -0.138
H  -12.08  -13.55  0.98  -0.094
O  -12.40  -22.18  3.69  -0.709
C  -12.16  -21.39  2.78  0.327
O  -10.88  -20.99  2.62  -0.323
C  -10.68  -20.41  1.35  -0.428
C  -12.05  -19.82  1.10  0.230
C  -13.04  -20.84  1.64  0.202
H  -10.40  -21.20  0.65  0.349
H  -9.85  -19.71  1.40  0.096
H  -12.17  -19.61  0.04  0.412
H  -12.02  -18.88  1.65  -0.157
H  -13.13  -21.72  1.01  0.355
H  -14.00  -20.59  2.09  -0.276

---

C5H3FO in the gas phase. Source: the Open Molecules 2025 dataset; level of theory: ωB97M-V/def2-TZVPD.

## Properties
Multiplicity: 1
Net charge: 0
Structure (SMILES): O=C1C=CC=C1F
Calculated total energy in eV: -9995.832
Energy relative to the best compared isomer or geometry (same formula, charge and spin) in kJ/mol: 84.5

Last column: Mulliken charge in e.
Geometry (Å):
O  -1.18  -1.62  0.15  -0.481
C  -0.64  -0.56  0.11  0.492
C  -1.32  0.68  0.64  -0.319
C  -0.48  1.66  0.27  -0.323
C  0.81  1.14  -0.23  -0.321
C  0.73  -0.20  -0.33  0.268
F  1.79  -0.94  -0.62  -0.257
H  -2.32  0.77  1.31  0.281
H  -0.79  2.66  0.66  0.325
H  1.80  1.69  -0.35  0.335

---

A molecular structure, C16H43FN6O4P2Si2. Source: the Open Molecules 2025 dataset; level of theory: ωB97M-V/def2-TZVPD.

## Properties
Multiplicity: 1
Net charge: 0
Calculated total energy in eV: -71460.925

Last column: Mulliken charge in e.
Geometry (Å):
C  0.46  5.99  1.56  -0.090
C  -0.46  5.41  0.80  -0.284
Si  -1.74  4.43  -0.29  0.291
C  -3.54  4.90  0.28  -0.419
C  -4.01  6.34  -0.26  0.453
O  -4.17  6.57  -1.49  -0.468
F  -4.29  7.40  0.70  -0.252
O  -1.58  2.73  0.05  -0.249
Si  -1.83  1.75  -1.36  0.567
H  1.05  6.87  2.03  0.319
H  -1.47  4.80  -1.68  -0.060
H  -3.52  4.89  1.44  0.295
H  -4.20  4.03  -0.09  0.312
H  -2.83  2.29  -2.29  -0.148
H  -0.55  1.48  -2.05  -0.138
H  -2.39  0.46  -0.87  -0.128
O  3.65  3.08  -0.36  -0.703
P  4.37  2.02  0.49  0.884
N  3.14  2.06  1.66  0.264
C  3.14  2.33  3.08  -1.133
C  1.94  1.31  1.30  -1.314
N  5.71  3.10  0.72  0.130
C  6.25  3.62  1.96  -1.005
C  5.89  4.15  -0.30  -1.102
N  5.20  0.76  1.41  -0.092
C  5.56  0.62  2.81  -0.915
C  6.27  0.18  0.57  -1.148
H  3.01  1.42  3.67  0.453
H  2.30  2.99  3.35  0.303
H  4.03  2.83  3.45  0.289
H  2.13  0.23  1.34  0.347
H  1.62  1.56  0.28  0.320
H  1.09  1.54  1.95  0.395
H  5.49  3.89  2.69  0.234
H  6.82  4.55  1.82  0.419
H  6.99  2.93  2.38  0.259
H  5.21  5.00  -0.12  0.353
H  5.71  3.76  -1.31  0.290
H  6.91  4.54  -0.31  0.421
H  5.93  1.52  3.29  0.306
H  6.35  -0.13  2.96  0.354
H  4.72  0.23  3.39  0.264
H  7.15  0.83  0.54  0.372
H  5.91  0.05  -0.46  0.323
H  6.58  -0.81  0.91  0.420
O  -3.66  -2.11  -1.23  -0.695
P  -3.21  -3.56  -0.97  0.807
N  -2.76  -3.75  -2.60  0.227
C  -3.16  -4.68  -3.63  -1.113
C  -1.47  -3.15  -2.94  -1.123
N  -4.84  -3.99  -0.55  0.161
C  -5.70  -4.99  -1.18  -1.021
C  -5.71  -2.91  -0.08  -1.111
N  -2.66  -5.21  -0.63  -0.070
C  -2.88  -6.49  -1.27  -0.919
C  -2.61  -5.39  0.83  -1.137
H  -2.37  -5.42  -3.83  0.432
H  -3.32  -4.16  -4.58  0.318
H  -4.07  -5.23  -3.42  0.287
H  -0.65  -3.73  -2.51  0.339
H  -1.41  -2.13  -2.56  0.223
H  -1.32  -3.08  -4.02  0.386
H  -5.62  -5.01  -2.26  0.246
H  -6.77  -4.81  -0.99  0.421
H  -5.53  -5.98  -0.74  0.263
H  -6.11  -2.33  -0.92  0.352
H  -5.17  -2.23  0.59  0.287
H  -6.55  -3.28  0.50  0.426
H  -3.89  -6.66  -1.62  0.305
H  -2.65  -7.32  -0.60  0.349
H  -2.19  -6.63  -2.11  0.265
H  -3.61  -5.57  1.25  0.369
H  -2.20  -4.50  1.32  0.309
H  -1.95  -6.22  1.12  0.427

---

4 unconnected molecules or ions with the total composition C24H60O16P4. Source: the Open Molecules 2025 dataset; level of theory: ωB97M-V/def2-TZVPD.

## Properties
Multiplicity: 1
Net charge: 0
Structure (SMILES): CCOP(=O)(OCC)OCC.CCOP(=O)(OCC)OCC.CCOP(=O)(OCC)OCC.CCOP(=O)(OCC)OCC
Calculated total energy in eV: -95785.390
Energy relative to the best compared isomer or geometry (same formula, charge and spin) in kJ/mol: 254.2

Last column: Mulliken charge in e.
Geometry (Å):
C  -32.85  -41.74  24.70  -1.306
C  -32.81  -40.55  23.75  0.180
O  -31.63  -40.65  22.95  -0.109
P  -31.52  -41.57  21.62  0.440
O  -30.49  -42.61  21.72  -0.744
O  -31.32  -40.55  20.41  -0.378
C  -32.03  -39.32  20.39  0.072
C  -33.14  -39.25  19.31  -0.853
O  -33.03  -42.17  21.45  0.024
C  -33.39  -42.97  20.31  0.749
C  -32.99  -44.42  20.47  -1.353
H  -32.89  -42.71  24.21  0.298
H  -31.94  -41.75  25.31  0.340
H  -33.71  -41.61  25.36  0.435
H  -33.71  -40.53  23.13  -0.005
H  -32.73  -39.61  24.29  0.402
H  -32.40  -39.07  21.38  0.070
H  -31.36  -38.50  20.14  0.341
H  -33.41  -38.26  18.94  0.467
H  -32.76  -39.95  18.56  0.207
H  -34.06  -39.62  19.76  0.004
H  -34.44  -42.87  20.05  -0.528
H  -32.89  -42.48  19.47  0.178
H  -31.96  -44.61  20.76  0.411
H  -33.56  -44.80  21.33  0.356
H  -33.24  -45.02  19.59  0.370
C  -30.33  -46.90  23.40  -1.012
C  -30.38  -46.97  24.94  -0.301
O  -29.37  -47.89  25.38  -0.347
P  -28.09  -47.35  26.17  0.956
O  -28.00  -45.88  26.32  -0.673
O  -28.22  -48.07  27.61  -0.310
C  -29.24  -47.63  28.48  -0.257
C  -28.59  -46.83  29.61  -1.207
O  -26.84  -48.02  25.48  -0.358
C  -25.66  -48.25  26.27  -0.248
C  -24.86  -46.99  26.53  -0.964
H  -31.21  -47.50  23.13  0.317
H  -30.50  -45.94  22.90  0.210
H  -29.50  -47.46  22.99  0.359
H  -30.52  -46.01  25.43  0.386
H  -31.32  -47.45  25.19  0.308
H  -29.93  -46.91  28.03  0.212
H  -29.88  -48.42  28.87  0.392
H  -28.22  -45.89  29.21  0.304
H  -29.39  -46.55  30.32  0.403
H  -28.04  -47.47  30.29  0.315
H  -25.94  -48.63  27.26  0.204
H  -25.04  -49.08  25.94  0.415
H  -25.45  -46.28  27.11  0.256
H  -23.92  -47.23  27.03  0.382
H  -24.61  -46.48  25.60  0.260
C  -30.31  -37.87  25.92  -1.074
C  -30.25  -36.59  26.74  -0.318
O  -30.67  -36.89  28.10  -0.206
P  -30.91  -35.68  29.08  0.713
O  -30.62  -34.37  28.50  -0.710
O  -32.41  -35.75  29.64  -0.304
C  -32.80  -34.85  30.69  -0.232
C  -33.80  -33.86  30.12  -1.130
O  -30.03  -36.14  30.36  -0.245
C  -29.95  -37.52  30.76  0.028
C  -28.93  -37.50  31.94  -1.184
H  -30.46  -37.65  24.87  0.374
H  -29.33  -38.35  26.01  0.325
H  -31.01  -38.64  26.23  0.264
H  -29.27  -36.12  26.73  0.317
H  -30.94  -35.84  26.35  0.322
H  -33.25  -35.36  31.54  0.349
H  -31.95  -34.38  31.18  0.333
H  -34.26  -34.24  29.21  0.295
H  -34.67  -33.79  30.79  0.361
H  -33.39  -32.86  30.05  0.271
H  -30.87  -37.92  31.19  0.250
H  -29.55  -38.03  29.89  0.222
H  -29.46  -37.36  32.88  0.306
H  -28.41  -38.46  31.98  0.348
H  -28.23  -36.67  31.89  0.326
C  -39.47  -44.99  16.35  -1.220
C  -39.18  -45.08  17.84  -0.230
O  -38.35  -43.99  18.29  -0.307
P  -37.10  -44.23  19.26  0.648
O  -37.37  -45.13  20.38  -0.761
O  -35.96  -44.58  18.23  -0.219
C  -35.85  -44.18  16.87  -0.089
C  -34.85  -42.99  16.82  -1.014
O  -36.67  -42.76  19.72  0.017
C  -37.52  -42.18  20.74  -0.396
C  -37.28  -40.67  20.69  -0.880
H  -39.80  -44.00  16.05  0.276
H  -38.61  -45.39  15.81  0.321
H  -40.28  -45.69  16.15  0.422
H  -40.15  -44.99  18.32  0.305
H  -38.61  -45.98  18.08  0.314
H  -35.40  -44.96  16.26  0.301
H  -36.84  -43.90  16.51  0.222
H  -33.88  -43.49  16.93  0.292
H  -35.00  -42.49  15.86  0.411
H  -34.86  -42.16  17.53  0.125
H  -38.58  -42.38  20.56  0.416
H  -37.19  -42.65  21.67  0.312
H  -37.34  -40.29  19.67  0.306
H  -37.99  -40.07  21.26  0.425
H  -36.27  -40.49  21.08  -0.072

---

Going through the records in order, we get highest occupied orbital energy values of -3.84, -9.25, -7.79, -10.15 eV.
Going through the records in order, we get maximum force values of 4.66, 3.44, 8.61, 2.31 eV Å⁻¹.